No. 1
Formula: C29H22Cl5CrIN5
Source: the Open Molecules 2025 dataset
Level of theory: ωB97M-V with the def2-TZVPD basis set

Each line ends with the natural charge from an NBO analysis.
Atoms and positions in Å:
1 Cr 0.464 0.314 -0.198  1.2720
2 C 0.070 1.473 2.396  -0.2506
3 N -0.832 1.023 1.301  -0.4712
4 C -1.633 2.133 0.713  -0.2530
5 C -1.759 2.029 -0.794  0.2194
6 C -2.722 2.746 -1.477  -0.2180
7 C -2.723 2.719 -2.862  -0.0929
8 C -1.761 1.975 -3.532  -0.2194
9 C -0.838 1.273 -2.791  0.0750
10 N -0.840 1.294 -1.448  -0.5187
11 C -1.689 -0.115 1.763  -0.2728
12 C -1.436 -1.485 1.137  0.2480
13 C -1.799 -3.556 1.327  -0.1311
14 C -1.413 -4.235 0.049  -0.0311
15 C -0.981 -3.589 -1.030  -0.3049
16 C -0.660 -2.170 -1.068  0.2580
17 N -0.744 -1.278 -0.150  -0.5539
18 C 1.159 0.450 2.598  0.2158
19 C 1.786 0.255 3.810  -0.2234
20 C 2.825 -0.662 3.881  -0.0971
21 C 3.192 -1.368 2.746  -0.2275
22 C 2.518 -1.129 1.566  0.0972
23 N 1.527 -0.227 1.492  -0.5226
24 H -0.487 1.640 3.321  0.2357
25 H 0.519 2.425 2.108  0.2376
26 H -1.142 3.079 0.948  0.2436
27 H -2.623 2.174 1.167  0.2395
28 H -3.456 3.322 -0.929  0.2486
29 H -3.467 3.277 -3.415  0.2538
30 H -1.727 1.934 -4.611  0.2581
31 H -0.073 0.668 -3.260  0.2210
32 H -2.721 0.136 1.512  0.2462
33 H -1.629 -0.188 2.847  0.2570
34 H -2.150 -4.259 2.078  0.2465
35 H -1.560 -5.307 -0.008  0.2481
36 H -0.758 -4.130 -1.941  0.2564
37 H -0.203 -1.830 -1.990  0.2115
38 H 1.467 0.812 4.681  0.2498
39 H 3.338 -0.829 4.819  0.2532
40 H 3.988 -2.099 2.767  0.2585
41 H 2.753 -1.663 0.656  0.2294
42 I -4.031 -2.093 -0.535  0.1998
43 C -2.726 -2.337 1.131  -0.1513
44 C -3.544 -2.144 2.402  -0.2171
45 C -3.086 -2.232 3.653  -0.2225
46 C -1.693 -2.420 4.085  -0.2473
47 C -0.648 -2.549 3.271  -0.0054
48 N -0.741 -2.613 1.839  -0.4740
49 H -4.604 -1.985 2.263  0.2480
50 H -3.818 -2.126 4.445  0.2483
51 H -1.507 -2.438 5.152  0.2459
52 H 0.357 -2.651 3.665  0.2165
53 Cl 2.297 -2.742 -1.987  0.0365
54 C 2.697 -1.061 -2.209  0.0350
55 C 2.030 -0.081 -1.483  -0.4632
56 C 2.586 1.177 -1.584  -0.0437
57 Cl 1.857 2.358 -0.451  0.1076
58 C 3.642 1.565 -2.383  -0.0895
59 Cl 4.194 3.180 -2.380  0.1137
60 C 4.224 0.570 -3.166  -0.0661
61 Cl 5.517 0.964 -4.204  0.1286
62 C 3.767 -0.750 -3.059  -0.1070
63 Cl 4.544 -1.978 -3.957  0.1156

The spin multiplicity is 4. The total charge is +2.


No. 2
Formula: C3H9N2O5
Source: the Open Molecules 2025 dataset
Level of theory: ωB97M-V with the def2-TZVPD basis set

Each line ends with the natural charge from an NBO analysis.
Atoms and positions in Å:
1 O 0.567 -1.877 -1.352  -0.6578
2 C 0.634 -1.237 -0.313  0.6749
3 N 1.057 0.087 -0.374  -0.7319
4 C 1.378 1.234 0.573  0.8801
5 O 0.861 1.213 1.681  -0.7550
6 O 1.795 2.174 -0.118  -0.7597
7 C 0.251 -1.721 1.064  -0.3462
8 N -1.084 -2.326 0.843  -0.8744
9 H 1.419 0.341 -1.289  0.3801
10 H 0.831 -2.577 1.470  0.1971
11 H 0.177 -0.951 1.849  0.2543
12 H -1.145 -2.814 -0.029  0.3796
13 H -1.824 -1.711 1.150  0.3718
14 H 0.619 1.611 -2.040  0.4908
15 H -0.902 1.848 -2.565  0.4768
16 O 0.036 1.951 -2.697  -0.9741
17 H -1.646 2.350 0.817  0.4712
18 H -1.091 0.975 0.611  0.4872
19 O -1.932 1.430 0.720  -0.9649

The spin multiplicity is 1. As for the relative energy (zero: lowest compared OMol25 entry of this formula, charge and spin): 0.888 eV. The total charge is -1.


No. 3
Formula: C2H3I
Source: the Open Molecules 2025 dataset
Level of theory: ωB97M-V with the def2-TZVPD basis set

Each line ends with the natural charge from an NBO analysis.
Atoms and positions in Å:
1 C -0.671 -0.578 0.162  -0.2467
2 C 1.358 0.560 -0.103  -0.4008
3 I 3.259 -0.151 0.102  0.2426
4 H -1.427 0.146 0.076  0.1188
5 H -0.959 -1.546 -0.346  0.1459
6 H 0.994 1.182 0.685  0.1402

The spin multiplicity is 1. As for the relative energy (zero: lowest compared OMol25 entry of this formula, charge and spin): 6.643 eV.


No. 4
Formula: C24H33Br42NO5P
Source: the Open Molecules 2025 dataset
Level of theory: ωB97M-V with the def2-TZVPD basis set

Each line ends with the Löwdin charge.
Atoms and positions in Å:
1 C -1.078 6.250 0.985  0.0058
2 C -0.288 5.099 0.719  -0.1939
3 C -0.711 3.685 1.296  -0.2943
4 C 0.110 2.448 0.689  -0.1120
5 C -0.253 1.011 1.299  -0.1415
6 N -1.148 1.082 2.534  -0.1029
7 C -1.180 -0.235 3.231  -0.1341
8 C -2.539 -1.043 3.321  -0.0479
9 C -3.836 -0.445 2.643  -0.3828
10 O -4.871 -0.302 3.347  0.0812
11 O -3.933 0.002 1.286  -0.0071
12 C -0.430 2.065 3.459  -0.0971
13 C -0.704 3.582 2.913  -0.2496
14 P 0.391 4.834 3.830  0.6867
15 O 0.699 4.184 5.206  -0.3548
16 O -0.539 6.220 4.158  -0.1562
17 O 1.911 5.168 3.126  -0.2818
18 H -0.654 7.317 1.001  0.0858
19 H -2.191 6.075 1.211  0.0870
20 H 0.625 5.239 0.043  0.0375
21 H -1.815 3.527 0.975  0.1512
22 H 1.236 2.632 0.841  0.1298
23 H -0.042 2.386 -0.456  0.1404
24 H -0.783 0.330 0.550  0.0221
25 H 0.755 0.497 1.534  0.1583
26 H -2.047 1.537 2.317  0.1724
27 H -0.399 -0.918 2.720  0.1542
28 H -0.773 -0.102 4.304  0.0738
29 H -2.779 -1.251 4.431  0.1188
30 H -2.366 -2.093 2.864  0.1497
31 H -3.029 0.205 0.931  0.0590
32 H 0.698 1.916 3.421  0.1562
33 H -0.868 2.060 4.520  0.1486
34 H -1.792 3.812 3.242  0.1415
35 H -1.470 5.942 3.956  0.0781
36 H 2.254 4.412 2.601  0.0618
37 C -0.380 0.252 8.010  -1.6025
38 Br -0.765 -1.236 6.825  0.5887
39 Br 1.163 1.266 7.415  0.5974
40 Br -1.932 1.385 8.268  0.5712
41 H -0.129 -0.172 8.981  -0.0961
42 C -4.108 -1.386 10.876  -1.5936
43 Br -2.196 -1.715 10.827  0.5401
44 Br -4.548 0.142 11.985  0.5777
45 Br -4.846 -1.221 9.091  0.5474
46 H -4.572 -2.257 11.335  -0.0232
47 C 2.752 7.958 -0.533  -1.5535
48 Br 2.337 9.781 -0.020  0.5848
49 Br 2.556 6.727 0.954  0.7082
50 Br 1.720 7.389 -2.074  0.5583
51 H 3.801 7.941 -0.827  -0.0193
52 C -2.533 -1.170 -2.130  -1.6278
53 Br -3.281 0.613 -2.297  0.5817
54 Br -0.701 -1.125 -1.493  0.6197
55 Br -3.650 -2.323 -1.040  0.6148
56 H -2.511 -1.602 -3.130  -0.1779
57 C -0.194 -2.690 -5.631  -1.5591
58 Br -0.944 -0.908 -5.796  0.5630
59 Br 1.636 -2.646 -4.990  0.5536
60 Br -1.310 -3.844 -4.544  0.5407
61 H -0.171 -3.120 -6.632  -0.0272
62 C -1.538 -7.676 -6.615  -1.6204
63 Br -1.875 -9.147 -7.831  0.5312
64 Br -0.008 -6.618 -7.168  0.5363
65 Br -3.117 -6.580 -6.354  0.5487
66 H -1.289 -8.114 -5.646  -0.1782
67 C 0.749 -10.496 -4.539  -1.5713
68 Br 0.033 -8.806 -3.908  0.6460
69 Br 1.581 -11.505 -3.108  0.5792
70 Br -0.590 -11.542 -5.475  0.5709
71 H 1.530 -10.262 -5.260  -0.0183
72 C 1.846 5.631 -5.614  -1.6225
73 Br 0.228 6.701 -5.601  0.5344
74 Br 1.465 3.750 -5.901  0.5524
75 Br 3.146 6.306 -6.884  0.5694
76 H 2.293 5.717 -4.624  -0.0685
77 C -1.918 -8.103 -12.002  -1.6060
78 Br -0.211 -7.591 -11.237  0.5394
79 Br -2.371 -9.942 -11.584  0.5466
80 Br -3.334 -6.879 -11.491  0.5544
81 H -1.815 -8.038 -13.084  -0.0278
82 C 2.653 -2.527 8.753  -1.5961
83 Br 4.194 -1.483 9.297  0.5771
84 Br 3.139 -4.349 8.301  0.5781
85 Br 1.236 -2.465 10.077  0.5685
86 H 2.261 -2.068 7.846  -0.0563
87 C -5.277 -1.603 -6.343  -1.5759
88 Br -4.529 -2.052 -4.609  0.5740
89 Br -4.160 -2.242 -7.794  0.5672
90 Br -7.108 -2.216 -6.516  0.5907
91 H -5.296 -0.517 -6.409  -0.0207
92 C 7.434 -3.719 8.440  -1.6322
93 Br 8.254 -2.073 9.057  0.5478
94 Br 8.606 -4.707 7.251  0.5639
95 Br 6.816 -4.814 9.916  0.5421
96 H 6.555 -3.439 7.860  -0.0544
97 C 6.146 -3.029 -4.332  -1.6129
98 Br 5.142 -4.537 -5.025  0.5490
99 Br 5.643 -1.369 -5.200  0.5505
100 Br 6.013 -2.902 -2.401  0.5493
101 H 7.194 -3.208 -4.568  -0.0258
102 C 1.386 11.192 -5.636  -1.6001
103 Br 2.059 10.699 -3.884  0.5285
104 Br 2.530 10.536 -7.058  0.5588
105 Br -0.458 10.642 -5.883  0.5485
106 H 1.403 12.279 -5.689  -0.0264

The spin multiplicity is 1. The total charge is +1.


What did we get for F_max? Answer: 0.38; 3.05; 4.01; 5.62 eV/A, in the order shown.
What did we get for E_tot? Answer: -5034.667941; -605.521891; -375.419536; -109814.722249 hartree, in the order shown.